The following is a quantum chemistry calculation of a 2-piece molecular cluster, C9H14OS overall, from the Open Molecules 2025 dataset.

Bonds (Å) are listed after each position.
Geometry (Å):
1 C -0.975 -0.803 -2.503  S3 1.793, H4 1.108, H5 1.095, H6 1.086
2 C -3.041 0.681 -1.563  S3 1.865, H7 1.086, H8 1.092, H9 1.092
3 S -2.718 -1.054 -2.165  C1 1.793, C2 1.865
4 H -0.514 -1.568 -3.159  C1 1.108
5 H -0.768 0.044 -3.165  C1 1.095
6 H -0.341 -0.739 -1.623  C1 1.086
7 H -4.016 0.833 -1.110  C2 1.086
8 H -2.924 1.436 -2.343  C2 1.092
9 H -2.310 0.810 -0.761  C2 1.092
10 C 1.443 -2.405 2.115  C14 1.503, H22 1.118, H23 1.116, H25 1.092
11 C 2.524 0.954 0.763  C12 1.377, C13 1.411, H18 1.063
12 C 2.581 -0.364 1.159  C11 1.377, C14 1.394, H19 1.100
13 C 1.284 1.626 0.752  C11 1.411, C15 1.412, O17 1.388
14 C 1.432 -0.973 1.661  C10 1.503, C12 1.394, C16 1.368
15 C 0.142 0.995 1.294  C13 1.412, C16 1.380, H21 1.085
16 C 0.224 -0.330 1.668  C14 1.368, C15 1.380, H24 1.092
17 O 1.109 2.980 0.498  C13 1.388, H20 0.970
18 H 3.376 1.504 0.446  C11 1.063
19 H 3.546 -0.883 1.053  C12 1.100
20 H 1.741 3.153 -0.217  O17 0.970
21 H -0.792 1.545 1.270  C15 1.085
22 H 2.441 -2.862 2.325  C10 1.118
23 H 1.044 -3.030 1.281  C10 1.116
24 H -0.735 -0.836 1.789  C16 1.092
25 H 0.832 -2.529 3.011  C10 1.092

Properties
SMILES   Cc1ccc(O)cc1.CSC
Strongest force on any atom   2.339 eV/Å
Energy relative to the best compared isomer or geometry (same formula, charge and spin)   13.1 kcal per mole
Frontier orbital gap   9.24 eV
Total energy   -824.731245 Eh
Highest occupied orbital energy   -8.50 eV